No. 1
# C34H76Cl2N4O3P

5 unconnected molecules or ions with the total composition C34H76Cl2N4O3P in a non-equilibrium geometry (ωB97M-V/def2-TZVPD, the OMol25 dataset).

Geometry as ORCA input:
```
! RIJCOSX wB97M-V def2-TZVPD def2/J DEFGRID3
* xyz 1 1
Cl 1.9822 -5.3927 -2.1202
Cl 1.5628 -3.5644 -4.6018
P 1.5892 -3.1140 -0.2828
O -0.6195 0.2793 0.3544
O 1.3032 -0.2737 1.3878
O -2.2397 -2.1123 -0.5412
N 6.5968 1.0164 -9.0271
N 3.8289 2.7874 -3.1890
N -3.0131 -1.2970 5.5181
N -8.6285 1.0125 6.6474
C -4.3817 -1.7305 5.7483
C 2.6575 3.6342 -3.0649
C -10.4885 2.1856 7.8028
C 1.5113 -2.9210 -3.0348
C 0.1699 0.4946 1.2420
C 3.0948 1.5572 -5.3091
C -2.2150 -1.0574 6.7094
C -0.0332 1.5437 2.2800
C -2.2971 -2.0116 4.4856
C 7.0763 0.8801 -6.5985
C 5.0513 4.1652 -4.9646
C -4.6193 -3.1933 6.1455
C 5.8774 0.4466 -10.1539
C -1.7532 -2.2676 7.5303
C 3.6174 1.5245 -3.8662
C -0.1293 -2.9012 0.2614
C -9.9825 0.9050 7.1575
C 5.0305 3.5116 -3.5786
C -0.8595 0.9065 3.4266
C 9.0798 0.6867 -9.5674
C 6.5657 0.1783 -7.8472
C -7.6301 1.4623 7.6009
C 7.8829 1.6195 -9.3360
C 1.4775 2.9365 -2.4036
C 1.6712 -3.7051 -1.9676
C 2.0901 -0.3350 0.2073
C 2.7095 -1.7046 0.0590
C -1.1753 -2.6251 -0.8244
C -7.4270 0.6360 8.8795
C -3.0256 -2.0264 3.1494
C -8.2397 -0.1073 5.8118
C -8.1449 -1.4965 6.4561
C 1.2921 -1.4513 -2.9379
C 6.4044 -0.8560 -10.7687
H -4.9563 -1.5261 4.8412
H -4.4163 -3.3656 7.2009
H -8.9569 -0.1645 4.9869
H -10.6372 0.6719 6.3139
H 0.6595 3.6436 -2.2686
H 8.1355 1.1271 -6.6683
H -7.8812 2.4842 7.8936
H 7.2897 -0.6902 -11.3797
H 2.3285 4.0445 -4.0313
H -6.6747 1.5538 7.0775
H 6.5190 1.7987 -6.4113
H -9.0130 -1.7325 7.0710
H -8.3722 0.3253 9.3256
H -6.8223 -0.2527 8.7027
H 9.0724 0.2496 -10.5640
H -7.2484 -1.5985 7.0668
H -3.9596 -2.5855 3.1949
H -2.7668 -0.3761 7.3613
H 5.8855 2.8361 -3.4899
H 0.9111 1.9184 2.6404
H -11.5320 2.0615 8.0928
H 5.8881 4.8621 -5.0290
H -0.1906 0.3387 4.0583
H 5.1888 3.4303 -5.7548
H 8.1373 2.3043 -8.5234
H -0.6402 2.3091 1.8309
H -5.6671 -3.4487 5.9791
H -2.5622 -2.6924 8.1215
H -8.0864 -2.2578 5.6745
H -1.3305 -3.0553 6.9058
H 2.0945 -4.1801 0.4590
H 0.3045 -1.1803 -2.5903
H -1.3262 -0.4980 6.3975
H 2.2971 2.2871 -5.4479
H 2.6885 0.5782 -5.5799
H -7.2815 0.1305 5.3398
H 9.1220 -0.1224 -8.8371
H -4.8278 -1.0795 6.5040
H 4.1437 4.7315 -5.1728
H 6.6411 -1.6049 -10.0124
H 1.0933 2.1125 -3.0088
H 7.7563 2.2648 -10.2077
H 6.9542 0.2262 -5.7325
H 2.9167 0.9361 -3.2626
H -2.3997 -2.5077 2.3944
H -0.9816 -2.9549 -1.8565
H 5.5249 -0.1107 -7.6708
H 7.1275 -0.7605 -7.9790
H -1.4002 1.6509 3.9803
H -10.4260 3.0241 7.1086
H -1.3347 -1.5084 4.3420
H 10.0078 1.2542 -9.4773
H 2.9079 0.3675 0.3147
H 4.8460 0.2762 -9.8277
H -2.0614 -3.0502 4.7719
H -3.2466 -1.0143 2.8079
H 4.5498 0.9533 -3.8405
H -0.2301 -2.1867 1.0623
H 1.5139 -0.0117 -0.6461
H 1.7559 2.5484 -1.4202
H 1.3854 -1.0401 -3.9300
H 3.2048 -1.9467 0.9915
H -1.5393 0.1919 2.9907
H -6.8988 1.2362 9.6231
H 5.6427 -1.2844 -11.4228
H 5.2026 4.2889 -2.8288
H 2.9309 4.4910 -2.4454
H 3.4797 -1.7105 -0.6981
H 5.8076 1.2056 -10.9366
H -0.9766 -1.9572 8.2314
H -10.0974 0.0776 7.8757
H 2.0923 -1.0160 -2.3637
H -0.4235 -3.8682 0.6601
H -4.0194 -3.8926 5.5612
H 3.8890 1.7744 -6.0202
H -9.9310 2.4401 8.7047
*
```

Frontier orbital gap, Ha: 0.2132

No. 2
# C15H16BrFN3O6SZr

A molecular structure, C15H16BrFN3O6SZr (ωB97M-V/def2-TZVPD, the OMol25 dataset).

Geometry as ORCA input:
```
! RIJCOSX wB97M-V def2-TZVPD def2/J DEFGRID3
* xyz 3 1
Zr -0.0294 0.5641 0.0967
Br 1.9107 0.4708 2.2231
S 1.7747 -2.3239 -0.3765
F -0.8612 0.2378 -2.4606
O -2.0302 1.1949 -0.3269
O 1.6711 1.4545 -0.9861
O 0.5616 -1.2877 -0.2503
O 0.4028 2.6868 0.2448
O -1.3922 -0.4417 6.1350
O -1.0753 5.4238 -1.3671
N 0.0393 3.6947 -2.4060
N -0.7786 0.2013 2.1454
N -2.0088 3.3456 -1.1820
C -2.3158 -0.1922 3.9306
C -1.0502 4.2961 -1.6972
C 1.9444 -2.5262 -2.1831
C 1.2396 2.6206 -0.7161
C -1.2546 -0.2422 4.8583
C 0.4164 -4.3235 -1.5129
C 0.2168 0.1555 3.0540
C -1.7914 2.0355 -1.2592
C -0.9928 1.5899 -2.3702
C -2.0446 0.0286 2.6100
C -0.0862 2.4234 -2.9108
C 1.3541 3.7990 -1.6901
C 1.5082 -3.9565 -2.5117
C 0.0669 -0.0574 4.3831
C 0.9691 -3.9271 -0.1509
H 0.7113 2.0682 -3.5560
H 1.2744 -1.7757 -2.6062
H 2.9726 -2.2870 -2.4496
H 1.4099 4.7596 -1.1818
H 2.3547 -4.6379 -2.4211
H -0.5095 -3.7841 -1.7229
H 1.1609 -4.0040 -3.5428
H 2.1802 3.6817 -2.3882
H 0.1904 -5.3889 -1.5271
H 0.2563 -3.8384 0.6682
H -2.8381 0.0806 1.8759
H -2.3070 -0.5535 6.4419
H 0.9001 -0.0774 5.0729
H -2.5631 3.7168 -0.4105
H 1.7834 -4.5843 0.1702
H -3.3407 -0.3200 4.2536
*
```

Frontier orbital gap, Ha: 0.3018
Energy relative to the best compared isomer or geometry (same formula, charge and spin), eV: 0.000

No. 3
# C5H8O

A molecular structure, C5H8O in a non-equilibrium geometry (ωB97M-V/def2-TZVPD, the OMol25 dataset).

Geometry as ORCA input:
```
! RIJCOSX wB97M-V def2-TZVPD def2/J DEFGRID3
* xyz 0 1
O -1.8145 -0.7058 -0.4916
C 1.1086 0.6345 0.0751
C 0.9415 -0.8235 0.5238
C -1.3732 0.2671 0.4756
C -0.2785 0.7519 -0.5149
C -0.5300 -0.6735 -0.9584
H 1.6066 -1.5705 0.1201
H -0.3780 -1.1805 -1.9244
H -2.1708 0.8883 0.8836
H -0.7581 -0.3650 1.1597
H 1.3024 1.3879 0.8464
H 1.0374 -0.9101 1.6377
H 1.8909 0.7074 -0.6841
H -0.5843 1.5918 -1.1486
*
```

Frontier orbital gap, Ha: 0.3583
Energy relative to the best compared isomer or geometry (same formula, charge and spin), eV: 4.664

No. 4
# C3H12O3

3 unconnected molecules or ions with the total composition C3H12O3 in a non-equilibrium geometry (ωB97M-V/def2-TZVPD, the OMol25 dataset).

Geometry as ORCA input:
```
! RIJCOSX wB97M-V def2-TZVPD def2/J DEFGRID3
* xyz 0 1
O -0.8580 -0.2927 1.0706
O 0.1528 -3.4953 1.0982
O -0.5402 3.3723 -0.0636
C -0.6171 0.3634 -1.3153
C 0.0504 0.1709 0.0492
C 1.3433 -0.6401 -0.0023
H -0.4014 3.9593 -0.8119
H 1.9715 -0.2658 -0.7990
H 0.2504 1.1403 0.5104
H -0.4364 -3.5958 1.8748
H 1.7415 -0.7666 1.0041
H -1.5910 0.7331 -1.0049
H 1.1961 -1.6986 -0.2665
H -0.1911 1.2720 -1.7484
H 0.0194 -2.5560 0.8972
H -1.4221 -0.9678 0.7211
H -0.1667 3.7876 0.7140
H -0.5015 -0.5201 -1.9278
*
```

Frontier orbital gap, Ha: 0.4023
Energy relative to the best compared isomer or geometry (same formula, charge and spin), eV: 0.572
SMILES string: CC(C)O.O.O

No. 5
# C29H40F4N4PPt

A molecular structure, C29H40F4N4PPt in a non-equilibrium geometry (ωB97M-V/def2-TZVPD, the OMol25 dataset).

Geometry as ORCA input:
```
! RIJCOSX wB97M-V def2-TZVPD def2/J DEFGRID3
* xyz 3 5
Pt 0.1674 -0.0035 -0.4499
P 0.5880 -1.9170 -1.7470
F -3.1090 3.9734 -2.0668
F -0.4462 1.5448 -5.9655
F -3.1786 4.9107 -4.4420
F -0.3215 0.5442 -3.5971
N 1.9941 -1.0823 1.2138
N -1.4574 1.6364 -1.3443
N -0.3695 1.4684 1.2937
N -0.2042 -0.6241 2.5312
C -2.2502 -1.8587 -1.8291
C 1.3131 -3.3584 -0.8427
C -0.7168 1.3611 3.8178
C -1.0516 -2.6445 -2.3570
C -1.1843 -2.9084 -3.8573
C -1.0006 1.6141 -3.7172
C 1.9716 -1.5441 -2.9891
C -2.4673 3.8647 -4.2739
C -1.0843 2.1630 -5.0471
C 0.6967 -1.3681 4.6247
C 0.4946 -3.7280 0.3958
C 2.0074 -1.6333 2.4429
C 1.7706 -2.0516 -4.4207
C -1.8358 1.5586 1.1031
C 2.4433 -0.0756 -3.0293
C 4.2323 -2.4564 2.1428
C 0.8438 -1.3331 3.2631
C 0.3084 2.7770 1.1602
C 1.5144 -4.5460 -1.7875
C -0.8419 0.6466 4.9630
C 3.0993 -2.3498 2.9280
C -2.1914 2.2100 -0.2187
C 4.2495 -1.8273 0.9063
C -0.2105 -0.5880 5.3521
C -1.8077 3.2906 -5.3336
C -1.6275 2.1823 -2.5696
C 3.1074 -1.1660 0.4845
C -2.4046 3.3344 -2.9250
C -0.0024 0.8729 2.5939
H -2.3058 2.1479 1.8934
H 0.9591 -4.5727 0.9070
H 2.2962 -3.0172 -0.5107
H 2.1182 0.4080 -3.9536
H 0.4482 -2.8938 1.1007
H 5.1260 -1.8496 0.2715
H -2.2531 0.5517 1.1370
H 2.7082 -1.9251 -4.9673
H 1.5175 -3.1079 -4.4624
H -2.3802 -0.9142 -2.3616
H 2.1959 -4.3145 -2.6070
H 1.0062 -1.4847 -4.9528
H -1.1095 -0.8673 2.9366
H -1.1036 2.3730 3.7908
H 0.2248 3.1440 0.1420
H -2.1632 -1.6530 -0.7635
H -0.1621 -0.8954 1.5322
H -2.0280 3.2835 -0.1422
H 1.3674 2.6514 1.3765
H 1.3452 -2.0235 5.1945
H 2.7804 -2.1354 -2.5557
H 2.0849 0.5245 -2.1955
H -2.1508 -3.3826 -4.0414
H -0.3339 -0.8492 6.3953
H 5.0914 -3.0124 2.4951
H -1.0518 -3.6097 -1.8549
H -0.4246 -3.5901 -4.2288
H -0.1043 3.5268 1.8428
H 3.5334 -0.0282 -3.0190
H 0.5741 -4.9098 -2.2080
H 3.0827 -0.6744 -0.4820
H 3.0601 -2.8089 3.9075
H 1.9546 -5.3724 -1.2267
H -3.1582 -2.4473 -1.9795
H -3.2658 2.0756 -0.3810
H -1.1584 -1.9935 -4.4509
H -0.5270 -4.0264 0.1530
H -1.8656 3.7006 -6.3361
H 1.0718 1.0161 2.6955
H -1.4045 1.1252 5.7562
*
```

Frontier orbital gap (alpha / beta), Ha: 0.2565 / 0.1650
Energy relative to the best compared isomer or geometry (same formula, charge and spin), eV: 3.235
<S²>: 6.0990

No. 6
# C3H4LaO2

A molecular structure, C3H4LaO2 in a non-equilibrium geometry (ωB97M-V/def2-TZVPD, the OMol25 dataset).

Geometry as ORCA input:
```
! RIJCOSX wB97M-V def2-TZVPD def2/J DEFGRID3
* xyz 2 2
La 2.0031 1.2691 -1.6755
O 1.7890 1.3056 1.3118
O -0.4389 0.8203 1.0896
C -1.1018 -0.1684 0.2373
C 0.8544 0.6672 0.8210
C 0.0531 -0.6887 -0.5914
H -1.8762 0.3529 -0.3376
H -0.3309 -1.0804 -1.5438
H -1.5482 -0.9042 0.9178
H 0.5963 -1.5734 -0.2291
*
```

Frontier orbital gap (alpha / beta), Ha: 0.2246 / 0.3162
Energy relative to the best compared isomer or geometry (same formula, charge and spin), eV: 0.975
<S²>: 0.7516

No. 7
# C11H11FN4O4S

A molecular structure, C11H11FN4O4S (ωB97M-V/def2-TZVPD, the OMol25 dataset).

Geometry as ORCA input:
```
! RIJCOSX wB97M-V def2-TZVPD def2/J DEFGRID3
* xyz 0 1
S -0.5215 3.4802 0.7926
F -1.2068 -1.7583 -2.2952
O -3.6728 -0.9377 2.2551
O 5.4339 -0.0405 0.5975
O -0.4243 -3.1815 -0.7952
O 4.5010 -2.0106 0.0466
N -4.2118 0.7986 0.9073
N -5.7526 -0.8687 1.3555
N -0.8844 1.9497 0.5223
N 1.0227 3.5121 0.3584
C -0.8192 -0.8994 -0.1316
C 2.6989 0.5093 -0.8591
C 2.5895 1.8133 -0.4994
C -4.4925 -0.3728 1.5563
C 4.7270 -0.6645 -0.1283
C 1.3362 2.2701 -0.0296
C 1.5827 -0.3882 -0.7608
C 0.3691 0.0060 -0.3031
C -0.7903 -2.0810 -1.0446
C 4.0226 -0.0564 -1.3194
C 0.2330 1.3711 0.0675
H -6.4396 -0.4192 0.7819
H -4.8675 1.2786 0.3215
H 3.8452 -0.8069 -2.0853
H 3.7132 -2.1424 0.5884
H 3.4427 2.4704 -0.5631
H -1.7261 -0.3165 -0.2700
H 1.7401 -1.4124 -1.0761
H 4.6558 0.7249 -1.7266
H -5.9848 -1.7280 1.8162
H -0.8274 -1.2854 0.8870
H -3.2920 1.1861 1.0332
*
```

Frontier orbital gap, Ha: 0.3114